Below is C34H58N2NiO4Si as an isolated structure, with properties calculated with the ωB97M-V functional and the def2-TZVPD basis.

Values from the calculation:
E_HOMO (spin up / spin down)   -7.2 / -7.6 eV
Energy relative to the best compared isomer or geometry (same formula, charge and spin)   0.0 kcal/mol
⟨S²⟩   2.011
2S+1   3
E_LUMO (spin up / spin down)   0.447 / 0.445 eV
Max |F|   2.81 eV Å⁻¹

```
100
Properties=species:S:1:pos:R:3:mulliken_spin:R:1
O -0.33 2.55 -0.15 -0.0028
O -1.17 2.60 -4.45 -0.0004
C -1.59 3.01 0.50 0.0080
C -1.39 3.93 1.67 0.0003
H -2.12 2.10 0.80 -0.0041
H -2.13 3.47 -0.32 0.0002
H -1.06 3.38 2.56 -0.0002
H -2.37 4.34 1.93 0.0001
H -0.71 4.76 1.46 0.0004
C 0.57 3.59 -0.78 0.0011
C -0.23 4.62 -1.50 -0.0004
H 1.20 3.01 -1.47 0.0004
H 1.18 3.98 0.05 0.0000
H -0.82 4.19 -2.31 0.0001
H 0.46 5.33 -1.97 0.0000
H -0.86 5.19 -0.81 0.0002
C -0.05 1.74 -4.52 -0.0006
C -2.44 1.96 -4.52 -0.0001
C 1.15 2.59 -4.92 0.0001
H -0.20 0.93 -5.25 0.0000
H 0.13 1.29 -3.52 -0.0028
H 0.92 3.17 -5.82 0.0000
H 2.01 1.96 -5.13 0.0000
H 1.41 3.29 -4.12 0.0001
C -3.36 2.77 -5.41 0.0003
H -2.86 1.94 -3.50 0.0011
H -2.37 0.92 -4.90 -0.0005
H -3.45 3.80 -5.03 0.0000
H -4.35 2.32 -5.46 0.0000
H -2.96 2.82 -6.43 0.0000
H 0.26 1.78 0.27 0.0130
N -0.11 -1.25 2.55 0.0486
C -0.11 -2.53 2.95 0.0180
C 0.34 -3.57 2.12 0.0787
C 1.16 -3.42 0.99 0.0079
C -0.63 -2.85 4.32 -0.0039
H -1.62 -2.41 4.51 -0.0013
H 0.05 -2.51 5.12 -0.0005
H -0.73 -3.94 4.41 0.0008
C 1.66 -4.64 0.27 0.0036
H 2.68 -4.91 0.59 -0.0015
H 1.68 -4.51 -0.82 -0.0004
H 1.01 -5.49 0.50 -0.0013
N 1.57 -2.21 0.56 0.0820
C -0.45 -0.18 3.43 0.0070
C -1.79 0.25 3.55 -0.0069
C -2.91 -0.40 2.80 0.0051
C -2.08 1.33 4.39 -0.0087
H -3.12 1.66 4.45 0.0000
C -1.08 1.95 5.13 0.0131
H -1.33 2.77 5.80 0.0006
C 0.24 1.48 5.06 -0.0072
H 1.04 1.94 5.64 0.0001
C 0.55 0.40 4.24 -0.0031
C 1.94 -0.15 4.25 0.0001
C 2.79 -2.04 -0.13 0.0347
C 2.80 -1.73 -1.50 -0.0615
C 1.53 -1.66 -2.28 -0.0153
C 4.02 -1.53 -2.16 -0.0114
H 4.00 -1.27 -3.21 -0.0007
C 5.22 -1.66 -1.46 0.0131
H 6.17 -1.48 -1.98 0.0009
C 5.22 -2.03 -0.12 -0.0078
H 6.15 -2.14 0.44 0.0000
C 4.01 -2.21 0.56 0.0037
C 4.03 -2.59 2.01 -0.0018
Ni 0.20 -0.96 0.75 1.7420
H -3.01 -0.01 1.78 -0.0014
H -3.86 -0.18 3.32 0.0008
H -2.81 -1.49 2.74 -0.0009
H 1.96 -1.23 4.42 -0.0002
H 2.51 0.32 5.07 0.0002
H 2.48 0.07 3.32 0.0051
H 1.74 -1.50 -3.34 0.0003
H 0.91 -0.81 -1.94 0.0430
H 0.93 -2.57 -2.19 0.0002
H 3.33 -1.98 2.59 0.0006
H 5.04 -2.41 2.40 0.0001
H 3.79 -3.65 2.17 0.0010
H 0.15 -4.58 2.46 -0.0035
C -1.15 -0.24 -0.47 0.1290
Si -2.40 -1.49 -1.17 0.0233
H -1.70 0.47 0.16 -0.0751
H -0.69 0.32 -1.29 -0.0653
C -4.10 -0.66 -1.21 0.0054
C -2.50 -3.03 -0.12 0.0044
C -1.93 -1.92 -2.94 0.0037
H -1.45 -1.07 -3.45 -0.0007
H -2.83 -2.19 -3.50 0.0002
H -1.23 -2.77 -2.97 -0.0003
H -4.35 -0.19 -0.24 -0.0002
H -4.88 -1.40 -1.44 0.0000
H -4.14 0.13 -1.98 -0.0007
H -2.49 -2.80 0.96 -0.0014
H -1.66 -3.71 -0.32 0.0001
H -3.44 -3.57 -0.33 -0.0001
O 1.59 1.15 0.36 -0.0102
C 2.82 1.33 0.71 0.0015
O 3.49 0.60 1.46 0.0008
H 3.30 2.23 0.28 0.0001
```